Molecular formula: C19H20Co2NO7
Method: DFT, wB97M-V/def2-TZVPD

Positions of all 49 atoms, in Å:
1 C 2.41452 3.60484 0.45601
2 C 1.35853 4.19734 1.38430
3 C -0.05482 3.69089 1.07592
4 C -0.14141 2.25960 0.60255
5 N -1.43268 1.79742 0.48809
6 C -2.48485 2.74120 0.81045
7 C -3.90043 2.22442 0.58453
8 O -3.98060 1.27451 -0.47800
9 C -3.17994 0.12541 -0.16416
10 C -1.68265 0.43989 0.01600
11 C 0.97563 1.48719 0.35247
12 C 2.34533 2.06404 0.45127
13 H 2.25654 3.96403 -0.57039
14 H 3.40890 3.91746 0.79774
15 H 1.58405 3.92030 2.42217
16 H 1.36802 5.29405 1.34438
17 H -0.60445 3.83999 2.01793
18 H -0.51017 4.37404 0.33746
19 H -2.42968 3.03201 1.87851
20 H -2.38646 3.65652 0.18852
21 H -4.27081 1.81259 1.54359
22 H -4.52547 3.05881 0.25347
23 H -3.54726 -0.36035 0.76806
24 H -3.32203 -0.55447 -1.01960
25 H -1.19784 0.27536 -0.96511
26 H -1.27139 -0.30877 0.72376
27 H 0.87895 0.33760 0.42595
28 H 2.99629 1.71943 -0.36907
29 H 2.80290 1.70728 1.39540
30 O -2.86635 -3.45693 -2.12279
31 C -1.88316 -3.86087 -1.66415
32 Co -0.29820 -4.31595 -1.08415
33 C -0.52843 -4.59184 0.66710
34 O -0.66502 -4.80193 1.79735
35 C -0.33840 -5.80463 -2.03329
36 O -0.32070 -6.76215 -2.68011
37 C 0.37749 -2.49319 -1.51563
38 C 1.10369 -1.61037 -0.78806
39 C 1.48787 -0.23618 -0.67306
40 Co 1.84377 -3.20634 -0.71084
41 C 2.04717 -3.09999 1.04529
42 O 2.24466 -2.97509 2.17783
43 C 3.51229 -2.82098 -1.19337
44 O 4.54486 -2.41779 -1.52812
45 C 1.98205 -5.00057 -0.94669
46 O 2.50198 -6.04128 -1.00241
47 H -0.11057 -2.20259 -2.45204
48 H 2.57127 -0.22655 -0.43224
49 H 1.32699 0.33259 -1.61280

Atomic forces in eV per Å
C -0.3 -0.3 0.1
C 0.1 -0.3 0.0
C 0.5 1.0 -0.3
C 1.5 -0.7 -0.2
N -0.6 -0.2 0.2
C -0.4 0.3 -0.2
C 0.0 -0.5 -0.4
O 0.5 -0.1 0.8
C -0.3 0.0 0.1
C -0.1 0.0 -0.4
C -2.5 2.6 3.2
C 0.7 0.4 0.5
H 0.1 0.1 0.2
H -0.1 0.0 -0.3
H 0.2 0.0 -0.1
H 0.0 -0.2 0.0
H -0.1 -0.3 -0.4
H 0.1 -0.2 0.2
H -0.1 0.1 -0.5
H 0.1 -0.5 0.4
H -0.2 -0.1 -0.5
H 0.0 -0.1 0.4
H -0.1 0.3 -0.5
H 0.1 0.1 0.5
H 0.1 0.2 0.5
H 0.0 0.2 -0.4
H -0.5 2.2 0.8
H -0.2 0.0 0.3
H 0.1 0.0 -0.4
O 0.5 -0.6 0.5
C -0.1 1.4 -0.6
Co -1.7 -0.7 0.3
C 0.0 -0.3 1.6
O 0.0 0.2 -1.1
C 0.8 -0.6 -0.6
O -0.3 0.5 0.4
C -2.7 0.3 -2.0
C -0.2 6.1 0.7
C 2.2 -7.4 -5.4
Co 3.6 -3.9 1.9
C 0.3 -0.2 1.9
O -0.3 0.1 -1.2
C 0.8 0.9 -1.6
O -1.0 -0.6 0.7
C 1.1 -0.6 -0.2
O -1.0 0.8 0.0
H 0.8 0.0 -0.3
H -0.9 0.4 0.3
H -0.6 0.2 1.1

Highest occupied orbital energy = -2.7 eV
Energy relative to the best compared isomer or geometry (same formula, charge and spin) = 0.118 eV
HOMO-LUMO gap = 5.148 eV
Total charge = -1
Multiplicity = 1
DFT total energy = -4082.7610 a.u.

Molecular formula: C3H3NOS
Method: DFT, wB97M-V/def2-TZVPD

Positions of all 9 atoms, in Å:
1 C -0.18438 0.29680 1.03644
2 C 0.38850 -0.60070 0.00360
3 C -0.09957 0.12284 -1.18738
4 H 0.04783 -1.66741 0.05818
5 H 1.49079 -0.63307 0.13176
6 H 0.04174 -0.16168 -2.22559
7 N -0.82246 1.16588 -0.92157
8 O -0.84942 1.28495 0.42517
9 S -0.01304 0.19237 2.67938

Atomic forces in eV per Å
C 0.3 -0.4 2.6
C 0.4 -0.6 0.0
C -0.8 0.9 -1.2
H 0.1 1.0 0.1
H -0.6 0.1 -0.3
H 0.0 0.1 0.2
N 1.4 -1.9 -2.1
O -0.5 0.6 2.2
S -0.3 0.2 -1.5

Highest occupied orbital energy = -9.0 eV
Energy relative to the best compared isomer or geometry (same formula, charge and spin) = 1.738 eV
HOMO-LUMO gap = 8.734 eV
Multiplicity = 1
DFT total energy = -644.2231 a.u.

Molecular formula: C29H48GdNOP3S
Method: DFT, wB97M-V/def2-TZVPD

Positions of all 84 atoms, in Å:
1 Gd 1.07706 -0.49506 0.21491
2 P 3.11370 0.31098 -1.43202
3 P -0.33795 -1.10631 -2.27724
4 P 1.49742 0.47028 2.88505
5 H -1.50931 -3.38555 0.48030
6 C -1.61031 -2.80095 1.39631
7 C -2.55054 -1.87126 1.60772
8 H -3.27435 -1.55817 0.83660
9 C 4.03702 -1.30447 -1.62916
10 C 2.91383 1.10561 -3.10140
11 C 4.11358 1.60747 -0.55213
12 C -2.07541 -1.65705 -2.11409
13 C -0.55465 0.09499 -3.63665
14 C 0.31916 -2.51460 -3.24079
15 C 0.10416 0.27416 4.09930
16 C 1.67480 2.28537 3.22398
17 C 2.99931 -0.32218 3.61728
18 H -0.87488 -3.05900 2.18743
19 H -2.62319 -1.33045 2.56391
20 H 4.94899 -1.19027 -2.23860
21 H 3.39825 -2.02419 -2.18179
22 H 4.32367 -1.81319 -0.68709
23 H 3.87315 1.36586 -3.59555
24 H 2.35606 2.05230 -2.97578
25 H 2.35652 0.50511 -3.82826
26 H 5.08697 1.82640 -1.02696
27 H 4.32202 1.34910 0.50610
28 H 3.53666 2.55273 -0.53797
29 H -2.27202 -2.37643 -2.91548
30 H -2.74793 -0.80234 -2.20961
31 H -2.25331 -2.12401 -1.14373
32 H -0.77248 -0.48119 -4.54932
33 H 0.36008 0.67744 -3.77994
34 H -1.37367 0.80435 -3.44753
35 H -0.29471 -2.58194 -4.14261
36 H 0.22978 -3.43656 -2.66312
37 H 1.37234 -2.36957 -3.49369
38 H 0.48225 0.05694 5.11345
39 H -0.58703 -0.52003 3.79346
40 H -0.46851 1.21563 4.12506
41 H 2.18411 2.43938 4.18669
42 H 0.66414 2.73253 3.27007
43 H 2.23603 2.79088 2.42958
44 H 3.18726 -0.00814 4.65459
45 H 3.89142 -0.08408 3.01256
46 H 2.90036 -1.42432 3.57391
47 C 3.03485 -3.49904 1.84350
48 C 4.06510 -4.07325 1.09789
49 C 5.04747 -4.81505 1.76586
50 C 4.89356 -5.11729 3.12923
51 C 3.77990 -4.66125 3.81899
52 C 2.77665 -3.94775 3.13715
53 O 2.35686 -2.33189 1.34485
54 H 2.71118 -2.08534 0.42914
55 H 4.10595 -3.92905 0.01946
56 H 5.94367 -5.14739 1.24487
57 H 5.65174 -5.70526 3.63678
58 H 3.69888 -4.82027 4.89208
59 H 1.81238 -3.67677 3.59682
60 N -0.35645 1.17601 -0.10669
61 S -1.70181 1.78762 -0.86909
62 C -3.09340 1.90827 0.25455
63 C -2.97170 1.91379 1.65051
64 C -4.11904 2.09921 2.43296
65 C -5.37284 2.22600 1.79363
66 C -5.48347 2.21818 0.39843
67 C -4.34454 2.05904 -0.36214
68 C -1.51103 3.48787 -1.30593
69 C -2.35250 4.50810 -0.81934
70 C -2.22470 5.81553 -1.28946
71 C -1.24581 6.11064 -2.23938
72 C -0.44918 5.09399 -2.79360
73 C -0.57587 3.78548 -2.31947
74 H -0.05220 1.87027 0.64208
75 H -1.99234 1.80741 2.11224
76 H -4.03596 2.14461 3.53045
77 H -6.26860 2.32277 2.40581
78 H -6.46219 2.35099 -0.09097
79 H -4.38649 2.11204 -1.44191
80 H -3.11543 4.26921 -0.08300
81 H -2.91051 6.58715 -0.91678
82 H -1.12234 7.13303 -2.58840
83 H 0.25613 5.29304 -3.60597
84 H 0.02678 2.97164 -2.72464

Atomic forces in eV per Å
Gd -1.9 -0.3 0.4
P 1.5 0.8 -0.9
P -0.7 -0.6 -0.8
P 0.0 1.1 2.0
H -0.2 0.2 0.1
C 0.6 0.3 0.5
C 0.3 0.4 -0.2
H 0.3 -0.4 0.5
C 0.0 0.0 -0.4
C 0.0 0.1 -0.2
C 0.2 -0.1 0.4
C -0.1 -0.1 0.3
C 0.2 0.5 -0.2
C 0.2 0.0 0.3
C -0.3 -0.6 -0.2
C 0.2 0.1 -0.7
C 0.0 -0.4 -0.3
H -0.7 0.1 -0.4
H 0.0 -0.4 -0.5
H -0.2 0.1 0.3
H 0.1 0.5 0.2
H 0.0 0.6 -0.3
H -0.3 -0.3 0.6
H 0.2 -0.4 0.2
H 0.2 -0.1 0.4
H -0.4 -0.3 0.0
H -0.1 -0.1 -0.5
H 0.1 -0.5 -0.2
H -0.1 0.1 0.1
H 0.0 -0.1 0.0
H 0.0 -0.1 -0.2
H 0.0 0.3 0.2
H -0.3 -0.1 -0.2
H 0.3 -0.4 0.0
H 0.3 -0.2 0.0
H 0.0 0.0 -0.1
H -0.1 0.0 -0.2
H -0.1 0.1 -0.5
H 0.2 0.0 0.2
H 0.3 -0.4 0.0
H -0.2 -0.1 -0.3
H 0.6 -0.2 -0.1
H 0.0 0.0 0.3
H -0.2 0.0 -0.3
H -0.3 0.1 0.2
H 0.0 0.6 0.2
C 0.8 -0.8 0.1
C 0.4 0.5 0.3
C -0.6 -0.3 0.3
C 0.3 0.5 -0.5
C -0.5 -0.1 -0.4
C -0.3 1.1 0.1
O -0.5 0.2 -2.1
H 0.5 -1.7 1.8
H 0.3 0.2 0.2
H -0.4 -0.1 -0.1
H -0.1 0.2 0.0
H -0.3 -0.3 -0.3
H 0.8 0.1 0.1
N -0.2 2.3 1.3
S -0.4 -0.6 0.3
C -0.4 -0.3 0.7
C -0.1 0.2 -0.4
C -0.3 -0.1 -0.5
C 0.4 -0.1 0.4
C -0.4 0.1 0.4
C 0.8 -0.1 -0.2
C 0.5 1.4 -0.5
C 0.1 -0.4 0.2
C 0.2 -0.2 0.0
C 0.0 -0.2 -0.3
C -0.1 -0.4 0.4
C -0.3 0.0 0.2
H -0.5 -0.7 -0.9
H -0.1 0.0 0.0
H -0.1 -0.1 -0.7
H 0.2 0.1 -0.2
H 0.6 -0.1 0.3
H -0.2 -0.1 -0.1
H 0.2 0.2 -0.1
H 0.5 -0.3 -0.2
H -0.1 -0.2 0.0
H -0.3 0.1 0.4
H -0.1 0.3 0.0

Highest occupied orbital energy (alpha / beta) = -16.2 / -16.2 eV
Energy relative to the best compared isomer or geometry (same formula, charge and spin) = 0.893 eV
HOMO-LUMO gap (alpha / beta) = 7.272 / 4.682 eV
Total charge = +3
Multiplicity = 8
DFT total energy = -3450.7338 a.u.

> DFT total energy of number 2 (C3H3NOS)?

-644.2231 a.u.

> Which formula does entry 1 have?

C19H20Co2NO7

> Which value of DFT total energy does entry 2 give?

-644.2231 a.u.